{"formula": "CH2BrCl2PS", "method": "ωB97M-V/def2-TZVPD", "species": ["C", "P", "S", "Cl", "Cl", "Br", "H", "H"], "coordinates": [[2.3868, -0.7570, 0.4232], [0.2732, -0.8591, 3.4356], [1.6839, 0.7019, 3.4305], [-0.6170, -0.4775, 5.1199], [1.3607, -2.5408, 3.9431], [1.4599, 0.6925, 0.9325], [3.4691, -0.8298, 0.3811], [1.8276, -1.4260, -0.2243]], "forces_ev_per_a": [[-0.08, -0.73, -1.23], [1.04, 0.02, -1.95], [-0.26, -0.39, 1.09], [-1.20, 0.35, 2.19], [0.21, -0.13, 0.11], [0.55, 0.38, -1.08], [-0.21, 0.58, 0.35], [-0.05, -0.08, 0.53]], "e_lumo_ha": [-0.0363, -0.0535], "e_homo_ev": [-8.473, -9.035], "e_tot_ev": -116278.9525, "orbital_gap_ev": [7.485, 7.578], "e_above_lowest_kj_mol": 80.9, "molar_mass_g_mol": 227.9, "total_charge": 0}

=====

{"formula": "C7H7CeN2O6", "method": "ωB97M-V/def2-TZVPD", "species": ["O", "C", "Ce", "C", "O", "C", "O", "C", "O", "C", "O", "H", "C", "N", "C", "N", "O", "H", "H", "H", "H", "H", "H"], "coordinates": [[-1.0433, 3.2289, -6.2770], [-1.0551, 3.0797, -5.1336], [-1.1435, 1.3149, -1.6754], [-1.0806, 1.4658, 0.9257], [-1.1336, 1.5066, 2.0786], [-0.9330, -0.7527, -0.7432], [-0.9097, -1.9110, -0.9313], [0.9357, 1.2727, -1.1891], [1.9650, 0.7986, -1.4624], [-3.3150, 1.2083, -1.2108], [-4.2721, 0.6385, -1.5269], [-1.0161, 0.5682, -3.4674], [2.7851, -0.8206, 1.8266], [1.5433, -1.3867, 2.2930], [0.4391, -1.0671, 1.5315], [-0.7271, -1.4964, 1.9830], [0.5634, -0.3329, 0.5036], [2.9435, -1.0536, 0.7515], [3.5890, -1.2045, 2.4723], [2.7125, 0.2873, 1.8356], [1.5593, -2.0455, 3.1124], [-1.5526, -1.2224, 1.5174], [-0.8541, -2.0760, 2.7857]], "forces_ev_per_a": [[-0.04, -0.52, 4.08], [0.02, 0.48, -3.84], [-1.75, 4.55, -6.31], [-0.43, 0.53, 5.84], [0.19, -0.03, -4.36], [0.15, -8.12, -0.31], [-0.30, 4.39, 0.74], [12.07, -2.12, 0.60], [-4.93, 2.44, 0.96], [-9.09, -2.89, 0.27], [4.00, 2.49, 1.25], [-0.03, -0.59, -0.02], [0.77, 0.55, -0.55], [-1.41, -0.03, -0.91], [2.30, -1.22, 3.02], [-0.60, -0.07, -0.19], [-0.28, -0.21, 0.28], [0.21, -0.32, 0.79], [-0.17, 0.41, -0.53], [0.34, -0.58, 0.47], [-0.47, 1.11, -1.44], [-0.80, -0.01, -0.23], [0.23, -0.24, 0.38]], "e_lumo_ha": [-0.3802, -0.3786], "e_homo_ev": [-16.538, -16.537], "e_tot_ev": -35542.3428, "orbital_gap_ev": [6.192, 6.235], "e_above_lowest_kj_mol": 440.8, "molar_mass_g_mol": 355.3, "spin_multiplicity": 2, "total_charge": 2}

=====

Question: Number 2 is which compound?
Answer: C7H7CeN2O6

=====

Question: What is the formula in the second record?
Answer: C7H7CeN2O6

=====

Question: Which formula does entry 2 have?
Answer: C7H7CeN2O6